The following is a DFT calculation (wB97M-V/def2-TZVPD) of 6 unconnected molecules or ions with the total composition C6H18N6O12.

As for the SMILES: C[N+](=O)[O-].C[N+](=O)[O-].C[N+](=O)[O-].C[N+](=O)[O-].C[N+](=O)[O-].C[N+](=O)[O-]. As for the total charge: 0. For the highest occupied orbital energy, the calculation gives -10.887 eV. As for the LUMO energy: -0.2 eV. As for the energy relative to the best compared isomer or geometry (same formula, charge and spin): 28.5 kcal/mol. The calculation puts the HOMO-LUMO gap at 0.394 Ha. As for the largest force on an atom: 2.526 eV Å⁻¹.

Element x y z (Å)
C  -16.0127  -16.4149  8.4993
N  -16.0018  -15.7404  9.8562
O  -16.5416  -16.2702  10.8211
O  -15.4743  -14.6672  9.8998
H  -15.7844  -17.4796  8.5487
H  -15.3414  -15.8318  7.8689
H  -17.0561  -16.3126  8.2010
C  -12.7495  -24.8006  10.8274
N  -12.7722  -24.8690  9.3111
O  -12.2662  -23.8897  8.7262
O  -13.2285  -25.8634  8.8199
H  -12.3682  -25.7521  11.1981
H  -13.7757  -24.5447  11.0908
H  -12.1757  -23.9084  11.0781
C  -7.7969  -22.0176  3.5573
N  -6.9649  -20.9039  4.1019
O  -5.7685  -21.1421  4.2570
O  -7.4434  -19.8115  4.3390
H  -8.2778  -21.5837  2.6806
H  -8.6153  -22.1781  4.2591
H  -7.1975  -22.8917  3.3027
C  -20.5870  -21.9273  4.7457
N  -20.3373  -20.4554  4.7423
O  -19.2567  -20.0807  5.1543
O  -21.2155  -19.6680  4.3340
H  -21.3676  -22.1011  5.4864
H  -19.6941  -22.4625  5.0688
H  -20.8401  -22.3345  3.7667
C  -9.9948  -19.8311  8.9696
N  -11.4093  -19.3590  8.8978
O  -11.7807  -18.9199  7.8268
O  -12.0914  -19.3507  9.8789
H  -9.7740  -20.2742  9.9406
H  -9.3062  -19.0223  8.7249
H  -10.0396  -20.6176  8.2163
C  -14.4773  -21.4956  3.9164
N  -13.7182  -21.0616  2.6654
O  -14.1596  -21.4010  1.5598
O  -12.6602  -20.4132  2.8203
H  -14.6342  -20.5298  4.3968
H  -13.9202  -22.1711  4.5655
H  -15.3391  -21.9892  3.4671


The following is a DFT calculation (wB97M-V/def2-TZVPD) of a single C9H14O4S2 molecule.

As for the total charge: 0. For the highest occupied orbital energy, the calculation gives -9.190 eV. As for the LUMO energy: 0.3 eV. As for the energy relative to the best compared isomer or geometry (same formula, charge and spin): 71.8 kcal/mol. The calculation puts the HOMO-LUMO gap at 0.349 Ha. As for the largest force on an atom: 3.499 eV Å⁻¹.

Element x y z (Å)
C  2.2239  -0.0434  -1.7348
C  1.3187  -1.0289  -1.7842
C  -1.1862  -0.5745  0.8606
C  1.1166  0.6986  0.5125
C  0.6281  -0.6379  0.9570
C  1.3599  1.9209  1.3829
C  1.0004  -1.1161  2.3573
C  -3.0744  0.1243  -2.0746
C  -2.8859  0.1556  -0.5230
O  -1.9070  -0.8522  1.7755
O  3.6521  1.7221  -0.3197
O  -0.3903  -2.6359  -0.5727
O  -1.4979  0.0172  -0.2710
S  2.9383  0.4085  -0.1670
S  0.8945  -2.0120  -0.3428
H  2.7327  0.6427  -2.5077
H  0.6602  -1.4747  -2.5392
H  0.6313  1.0756  -0.3670
H  1.9364  1.8794  2.2584
H  0.4463  2.3779  1.6019
H  1.8972  2.5515  0.7164
H  0.8753  -2.1394  2.4391
H  0.5514  -0.5671  3.1356
H  2.0024  -1.1550  2.5691
H  -2.6541  -0.8662  -2.2681
H  -4.0788  -0.0845  -2.3998
H  -2.7024  0.9916  -2.6281
H  -3.3338  -0.5786  0.1363
H  -3.1546  1.2006  -0.2032


The following is a DFT calculation (wB97M-V/def2-TZVPD) of a single C5H14N2 molecule.

As for the SMILES: C[C@H](N)CN(C)C. As for the total charge: 0. For the highest occupied orbital energy, the calculation gives -8.568 eV. As for the LUMO energy: 1.1 eV. As for the energy relative to the best compared isomer or geometry (same formula, charge and spin): 23.0 kcal/mol. The calculation puts the HOMO-LUMO gap at 0.356 Ha. As for the largest force on an atom: 1.213 eV Å⁻¹.

Element x y z (Å)
N  -0.9512  -2.1441  0.9764
C  -0.2236  -0.8543  0.9990
C  1.1657  -1.0135  1.6139
C  -0.0810  -0.3632  -0.4588
N  0.0048  1.0861  -0.5264
C  -1.2996  1.6410  -0.8394
C  0.9795  1.5083  -1.5423
H  -0.3017  -2.8947  1.1858
H  -1.6196  -2.2073  1.7385
H  -0.8147  -0.1224  1.5490
H  1.5695  -0.0117  1.6951
H  1.0705  -1.4289  2.6248
H  1.8084  -1.6401  1.0022
H  0.8186  -0.8467  -0.8572
H  -0.8334  -0.8382  -1.0864
H  -2.0543  1.2161  -0.1883
H  -1.6551  1.3700  -1.8525
H  -1.2751  2.7278  -0.7349
H  1.9752  1.2798  -1.1629
H  0.8199  0.9532  -2.4745
H  0.8973  2.5829  -1.6610


The following is a DFT calculation (wB97M-V/def2-TZVPD) of a single C11H16N4O2 molecule.

As for the SMILES: CN1CCN(C[C@H]2CCOC2)/C(=N\C#N)C1=O. As for the total charge: 0. For the highest occupied orbital energy, the calculation gives -9.455 eV. As for the LUMO energy: -0.9 eV. As for the energy relative to the best compared isomer or geometry (same formula, charge and spin): 85.2 kcal/mol. The calculation puts the HOMO-LUMO gap at 0.315 Ha. As for the largest force on an atom: 4.795 eV Å⁻¹.

Element x y z (Å)
N  0.5938  -3.7484  1.5592
O  -3.8588  -0.9928  0.7694
C  -0.3008  -3.0881  1.2320
N  -1.4152  -2.3392  1.1152
O  1.8471  1.9754  1.7673
C  -2.9240  -0.8707  -0.0454
C  -1.5920  -1.5273  0.0950
N  -3.1867  -0.0294  -1.1643
N  -0.6000  -1.2210  -0.8838
C  -4.4760  0.6637  -1.3127
C  0.4848  2.0076  2.2144
C  1.9954  1.4333  0.4840
C  -2.1723  0.2017  -2.1973
C  -1.1823  -0.9483  -2.2450
C  0.6825  -0.5710  -0.4772
C  -0.1847  0.9209  1.4360
C  0.5995  0.8494  0.1187
H  -5.2977  -0.0818  -1.3029
H  -4.5343  1.2149  -2.2411
H  -4.6869  1.2856  -0.4510
H  0.0634  2.9720  1.9565
H  0.4285  1.8455  3.2852
H  2.7770  0.6882  0.4796
H  2.2781  2.1795  -0.2608
H  -1.5710  1.1010  -2.0414
H  -2.6656  0.3020  -3.1662
H  -1.7519  -1.8025  -2.5757
H  -0.3791  -0.7690  -2.9496
H  1.1889  -1.2051  0.2232
H  1.3152  -0.5295  -1.3277
H  -0.0402  -0.0191  1.9938
H  -1.2748  1.0680  1.3036
H  0.1509  1.5098  -0.6136


The following is a DFT calculation (wB97M-V/def2-TZVPD) of a single C4H9N molecule.

As for the SMILES: NC1CCC1. As for the total charge: 0. For the highest occupied orbital energy, the calculation gives -9.167 eV. As for the LUMO energy: 1.3 eV. As for the energy relative to the best compared isomer or geometry (same formula, charge and spin): 14.0 kcal/mol. The calculation puts the HOMO-LUMO gap at 0.384 Ha. As for the largest force on an atom: 1.477 eV Å⁻¹.

Element x y z (Å)
C  0.0459  0.4317  -0.4515
C  -0.5712  0.3892  0.9407
C  0.6320  -0.4668  1.3539
C  0.8516  -0.8588  -0.1421
H  -1.5453  -0.2092  -1.5554
H  -0.4011  0.6001  -2.4578
H  0.6862  1.3084  -0.4902
H  -0.7742  1.3467  1.4484
H  -1.4784  -0.2336  0.8917
H  0.4629  -1.2925  2.0581
H  1.4291  0.1335  1.7510
H  0.1630  -1.7053  -0.4107
H  1.8569  -1.0334  -0.5155
N  -0.8785  0.5878  -1.5609


The following is a DFT calculation (wB97M-V/def2-TZVPD) of 2 unconnected molecules or ions with the total composition C3H10NO.

As for the total charge: +2. For the highest occupied orbital energy (spin up / spin down), the calculation gives -20.549 / -20.231 eV. Its expectation value of S² is 0.75. As for the LUMO energy (spin up / spin down): -12.0 / -16.0 eV. As for the energy relative to the best compared isomer or geometry (same formula, charge and spin): 117.7 kcal/mol. As for the spin multiplicity: 2. The calculation puts the HOMO-LUMO gap (spin up / spin down) at 0.315 / 0.154 Ha. As for the largest force on an atom: 2.283 eV Å⁻¹.

Element x y z (Å)
C  -1.3218  0.5917  -1.3367
C  -0.5922  -0.6879  -0.9007
C  1.6685  -1.1181  -0.0204
N  0.5618  -0.3993  -0.0578
H  -2.0490  0.9112  -0.5860
H  -0.6227  1.3783  -1.6136
H  -1.9587  0.2354  -2.1699
H  -1.3196  -1.2111  -0.2297
H  -0.2405  -1.3135  -1.7312
H  2.1183  -1.2395  0.9653
H  2.0692  -1.5915  -0.9214
H  0.6660  0.4146  0.6030
H  -0.3855  1.6931  2.6286
H  1.0360  1.2060  3.0334
O  0.3701  1.1307  2.3370


- Among the records above, which one has the highest total charge?
  C3H10NO


- Look up the energy relative to the best compared isomer or geometry (same formula, charge and spin) of the fifth one.
  14.0 kcal/mol


- What is the formula in the second record?
  C9H14O4S2